Computed, not measured: a cluster of 2 separate species, C5H5NO in total at a distorted geometry, with ωB97M-V/def2-TZVPD.

Each line ends with the natural charge from an NBO analysis.
Atoms and positions in Å:
O -2.40 -1.45 0.37  -0.490
C -1.52 -1.86 0.96  0.498
C -0.22 0.41 0.72  -0.396
C 1.16 0.83 0.38  -0.385
C 0.19 0.53 -0.74  -0.356
C 0.35 -0.66 -1.54  0.282
N 0.46 -1.63 -2.16  -0.325
H -0.25 -0.60 1.18  0.228
H -0.96 1.13 1.05  0.231
H 1.92 0.07 0.55  0.229
H 1.46 1.85 0.54  0.226
H -0.17 1.39 -1.31  0.258

Calculated values
F_max: 1.985 eV/A
energy relative to the best compared isomer or geometry (same formula, charge and spin): 42.83 kcal/mol
orbital gap: 11.73 eV



Computed, not measured: a structure of composition C5H5NO at a distorted geometry, with ωB97M-V/def2-TZVPD.

Each line ends with the natural charge from an NBO analysis.
Atoms and positions in Å:
N -1.54 1.09 2.54  -0.295
C -0.67 0.95 1.78  0.251
C 0.27 0.89 0.65  0.001
O 1.33 -0.09 0.69  -0.486
C 0.93 -0.56 -0.61  0.091
C -0.40 -1.21 -0.49  -0.437
C -0.31 0.29 -0.61  -0.262
H 0.70 1.88 0.50  0.224
H 1.70 -0.74 -1.35  0.212
H -0.78 -1.68 -1.40  0.231
H -0.67 -1.70 0.44  0.233
H -0.83 0.87 -1.37  0.236

Calculated values
F_max: 1.094 eV/A
energy relative to the best compared isomer or geometry (same formula, charge and spin): 61.21 kcal/mol
orbital gap: 11.10 eV



Computed, not measured: an isolated molecule of C5H5NO at a distorted geometry, with ωB97M-V/def2-TZVPD.

Each line ends with the natural charge from an NBO analysis.
Atoms and positions in Å:
C 1.39 -0.21 -0.77  -0.242
C 0.14 -0.76 -0.59  -0.224
C 1.63 0.98 -0.02  0.106
C -0.76 -0.08 0.30  0.063
C -2.14 -0.56 0.50  -0.447
N -0.48 1.11 0.87  -0.040
O 0.75 1.61 0.69  -0.243
H 2.07 -0.37 -1.52  0.229
H -0.28 -1.71 -0.86  0.223
H 2.43 1.73 -0.23  0.195
H -2.55 -0.15 1.37  0.201
H -2.18 -1.59 0.26  0.180

Calculated values
F_max: 5.356 eV/A
energy relative to the best compared isomer or geometry (same formula, charge and spin): 125.56 kcal/mol
orbital gap (spin up / spin down): 5.72 / 7.53 eV



Computed, not measured: an isolated molecule of C5H5NO at a distorted geometry, with ωB97M-V/def2-TZVPD.

Each line ends with the natural charge from an NBO analysis.
Atoms and positions in Å:
O -1.61 -1.71 1.05  -0.478
C -0.99 -0.71 1.28  0.443
C -0.55 0.42 0.38  -0.319
C 0.94 0.50 0.30  -0.373
C 0.14 0.45 -0.97  -0.325
C 0.32 -0.63 -1.91  0.278
N 0.52 -1.46 -2.70  -0.299
H -0.57 -0.52 2.30  0.105
H -1.13 1.32 0.58  0.247
H 1.40 -0.46 0.55  0.228
H 1.50 1.38 0.60  0.231
H 0.03 1.42 -1.46  0.260

Calculated values
F_max: 1.250 eV/A
energy relative to the best compared isomer or geometry (same formula, charge and spin): 42.74 kcal/mol
orbital gap: 10.94 eV



Computed, not measured: an isolated molecule of C5H5NO at a distorted geometry, with ωB97M-V/def2-TZVPD.

Each line ends with the natural charge from an NBO analysis.
Atoms and positions in Å:
C 1.02 0.04 0.04  0.650
C -0.17 0.06 -1.07  -0.212
C -0.26 0.63 0.94  -0.194
C -1.00 -0.69 0.82  -0.218
C -0.98 -1.06 -0.45  -0.229
H -0.09 0.17 -2.12  0.223
H -1.56 1.45 -0.54  0.355
H -0.24 1.18 1.88  0.231
H -1.41 -1.26 1.68  0.228
H -1.24 -2.03 -0.92  0.238
N -0.60 1.33 -0.35  -0.575
O 2.13 -0.34 0.09  -0.498

Calculated values
F_max: 2.889 eV/A
energy relative to the best compared isomer or geometry (same formula, charge and spin): 62.10 kcal/mol
orbital gap: 10.58 eV



Computed, not measured: a structure of composition C5H5NO at a distorted geometry, with ωB97M-V/def2-TZVPD.

Each line ends with the natural charge from an NBO analysis.
Atoms and positions in Å:
O 2.03 0.54 1.77  -0.432
C 1.16 -0.22 1.57  0.466
C 0.62 -0.50 -0.24  -0.417
C -0.75 -0.86 -0.79  -0.402
C -0.29 0.58 -0.76  -0.361
C -0.89 1.45 0.23  0.278
N -1.36 2.11 1.06  -0.329
H 0.39 -0.96 1.49  0.267
H 1.47 -0.78 -0.84  0.222
H -1.57 -1.13 -0.13  0.222
H -0.82 -1.32 -1.78  0.233
H -0.04 1.07 -1.70  0.254

Calculated values
F_max: 4.109 eV/A
energy relative to the best compared isomer or geometry (same formula, charge and spin): 104.27 kcal/mol
orbital gap: 9.32 eV



Computed, not measured: a cluster of 2 separate species, C5H5NO in total at a distorted geometry, with ωB97M-V/def2-TZVPD.

Each line ends with the natural charge from an NBO analysis.
Atoms and positions in Å:
O -1.53 -0.32 -0.98  -0.719
C -1.10 -0.75 0.29  -0.230
C 0.05 -0.13 0.95  0.058
C 0.37 1.15 0.56  -0.208
C 0.59 2.33 0.32  -0.122
C 1.69 -1.29 -0.59  0.044
N 2.64 -1.64 -0.03  -0.273
H -1.54 0.65 -0.98  0.476
H -1.84 -0.53 1.09  0.250
H -1.04 -1.84 0.25  0.228
H 0.83 -0.98 -1.16  0.249
H 0.89 3.36 0.27  0.247

Calculated values
F_max: 1.068 eV/A
energy relative to the best compared isomer or geometry (same formula, charge and spin): 142.30 kcal/mol
orbital gap: 7.40 eV



Computed, not measured: an isolated molecule of C5H5NO at a distorted geometry, with ωB97M-V/def2-TZVPD.

Each line ends with the natural charge from an NBO analysis.
Atoms and positions in Å:
O 0.43 -1.57 -1.50  -0.699
C 0.96 -0.96 -0.35  -0.036
C 0.36 0.46 -0.21  -0.411
C -1.11 0.45 -0.01  -0.041
C -2.17 0.68 0.51  -0.170
C 0.78 1.21 0.99  0.285
N 0.89 1.83 1.96  -0.297
H -0.53 -1.63 -1.40  0.475
H 0.77 -1.54 0.56  0.177
H 2.04 -0.89 -0.50  0.196
H 0.63 1.02 -1.11  0.274
H -3.05 0.94 1.06  0.247

Calculated values
F_max: 1.167 eV/A
energy relative to the best compared isomer or geometry (same formula, charge and spin): 64.01 kcal/mol
orbital gap: 11.44 eV



Computed, not measured: an isolated molecule of C5H5NO at a distorted geometry, with ωB97M-V/def2-TZVPD.

Each line ends with the natural charge from an NBO analysis.
Atoms and positions in Å:
O 0.21 -0.87 1.48  -0.516
C -1.01 -0.72 0.99  0.204
C -1.12 0.18 0.00  -0.374
C 0.98 0.47 0.61  -0.029
C 0.21 0.48 -0.67  -0.409
C 0.65 -0.52 -1.67  0.283
N 1.01 -1.30 -2.45  -0.308
H -1.84 -1.35 1.32  0.208
H -2.01 0.73 -0.25  0.227
H 1.93 -0.01 0.72  0.221
H 0.87 1.45 1.10  0.219
H 0.13 1.45 -1.18  0.274

Calculated values
F_max: 2.741 eV/A
energy relative to the best compared isomer or geometry (same formula, charge and spin): 64.31 kcal/mol
orbital gap: 9.61 eV



Computed, not measured: an isolated molecule of C5H5NO at a distorted geometry, with ωB97M-V/def2-TZVPD.

Each line ends with the natural charge from an NBO analysis.
Atoms and positions in Å:
O -2.07 -0.89 1.82  -0.499
C -1.21 -0.92 0.97  0.432
C -0.57 0.33 0.47  -0.310
C 0.91 0.53 0.42  -0.355
C 0.12 0.54 -0.86  -0.335
C 0.66 -0.44 -1.78  0.270
N 1.32 -1.10 -2.47  -0.309
H -0.86 -1.87 0.54  0.123
H -1.13 1.22 0.78  0.247
H 1.52 -0.36 0.53  0.234
H 1.36 1.44 0.80  0.237
H -0.16 1.46 -1.35  0.265

Calculated values
F_max: 1.154 eV/A
energy relative to the best compared isomer or geometry (same formula, charge and spin): 37.79 kcal/mol
orbital gap: 10.99 eV



Computed, not measured: an isolated molecule of C5H5NO at a distorted geometry, with ωB97M-V/def2-TZVPD.

Each line ends with the natural charge from an NBO analysis.
Atoms and positions in Å:
C 1.39 1.06 0.02  -0.595
C 0.01 1.37 -0.25  -0.120
C 1.76 -0.18 0.03  0.750
C -0.93 -0.91 0.22  0.083
C -1.00 0.49 -0.22  -0.299
N -1.78 -1.78 -0.16  -0.599
O 2.35 -1.15 -0.12  -0.420
H 1.90 1.92 0.41  0.280
H -0.30 2.43 -0.56  0.224
H -0.03 -1.30 0.90  0.148
H -1.92 0.69 -0.53  0.214
H -1.45 -2.65 0.25  0.333

Calculated values
F_max: 4.359 eV/A
energy relative to the best compared isomer or geometry (same formula, charge and spin): 60.45 kcal/mol
orbital gap: 8.95 eV



Computed, not measured: an isolated molecule of C5H5NO2 at a distorted geometry, with ωB97M-V/def2-TZVPD.

Each line ends with the natural charge from an NBO analysis.
Atoms and positions in Å:
C -1.19 -0.22 0.36  0.776
C 0.46 -0.74 -1.41  0.148
C 1.60 -0.05 -0.93  -0.310
C 0.97 0.88 0.06  -0.176
C 0.20 0.10 0.89  -0.190
H 0.46 -1.70 -2.16  0.218
H 2.60 0.01 -1.29  0.240
H 0.48 1.69 -0.57  0.239
H 1.91 0.23 1.86  0.348
H 0.47 -1.08 1.23  0.228
N 1.13 1.13 1.56  -0.487
O -2.40 -0.27 0.50  -0.507
O -0.85 -0.59 -0.98  -0.528

Calculated values
F_max: 7.142 eV/A
energy relative to the best compared isomer or geometry (same formula, charge and spin): 148.15 kcal/mol
orbital gap: 9.84 eV



Computed, not measured: an isolated molecule of C5H5NO2 at a distorted geometry, with ωB97M-V/def2-TZVPD.

Each line ends with the natural charge from an NBO analysis.
Atoms and positions in Å:
C -1.48 -0.39 -1.95  -0.469
C -1.28 -0.69 -0.63  -0.031
C 1.63 0.91 0.35  0.205
C 1.36 0.56 1.59  -0.430
C 0.21 -0.27 1.46  0.599
H -0.58 0.06 -2.45  0.225
H -2.55 -0.50 -2.31  0.232
H -2.07 -1.15 -0.07  0.234
H 2.44 1.58 0.01  0.215
H 1.92 1.03 2.48  0.267
N 0.01 -0.50 0.05  -0.152
O 0.86 0.39 -0.64  -0.308
O -0.48 -1.03 2.13  -0.587

Calculated values
F_max: 4.882 eV/A
energy relative to the best compared isomer or geometry (same formula, charge and spin): 80.79 kcal/mol
orbital gap: 9.61 eV



Computed, not measured: a structure of composition C5H5NO2 at a distorted geometry, with ωB97M-V/def2-TZVPD.

Each line ends with the natural charge from an NBO analysis.
Atoms and positions in Å:
C -1.16 -0.01 0.09  0.552
C -0.18 0.82 0.82  -0.192
C -0.28 0.06 -0.96  -0.241
C 0.82 -0.82 -0.52  0.053
C 0.91 -0.25 0.87  0.039
H -0.29 1.37 1.85  0.244
H -0.96 1.91 -0.76  0.350
H -0.71 -0.09 -1.95  0.229
H 0.63 -1.88 -0.77  0.210
H 1.23 -0.86 1.52  0.202
N 0.06 1.42 -0.48  -0.489
O -2.19 -0.85 0.25  -0.529
O 2.06 -0.29 -0.04  -0.429

Calculated values
F_max: 12.362 eV/A
energy relative to the best compared isomer or geometry (same formula, charge and spin): 155.89 kcal/mol
orbital gap: 10.39 eV



Computed, not measured: an isolated molecule of C5H5NO2 at a distorted geometry, with ωB97M-V/def2-TZVPD.

Each line ends with the natural charge from an NBO analysis.
Atoms and positions in Å:
C -2.94 -0.18 0.03  -0.471
C -1.66 0.06 0.08  0.073
C 0.62 -0.34 -0.15  0.542
C 1.20 0.96 -0.16  -0.224
C 2.79 -0.55 0.10  0.328
H -3.46 -1.32 -0.22  0.250
H -3.47 0.99 0.19  0.242
H -1.37 1.10 0.44  0.192
H 0.94 1.93 -0.36  0.228
H 3.69 -1.23 0.38  0.202
N 2.63 0.68 -0.06  -0.461
O -0.64 -0.83 -0.24  -0.474
O 1.68 -1.26 -0.03  -0.427

Calculated values
F_max: 6.336 eV/A
energy relative to the best compared isomer or geometry (same formula, charge and spin): 96.34 kcal/mol
orbital gap: 9.72 eV



Computed, not measured: a structure of composition C5H5NO2 at a distorted geometry, with ωB97M-V/def2-TZVPD.

Each line ends with the natural charge from an NBO analysis.
Atoms and positions in Å:
C -2.07 0.08 0.03  0.367
C -0.83 1.20 0.04  -0.556
C 0.44 0.38 -0.37  0.323
C 0.67 -0.98 0.11  -0.352
C 2.13 -1.06 0.11  -0.043
H -3.27 0.40 0.67  0.193
H -0.82 1.54 1.27  0.272
H -1.49 2.27 -0.52  0.288
H -0.01 -1.95 0.07  0.293
H 2.77 -1.85 -0.07  0.233
N 2.74 0.07 -0.15  -0.090
O -1.91 -1.20 -0.64  -0.580
O 1.63 1.09 -0.55  -0.348

Calculated values
F_max: 10.630 eV/A
energy relative to the best compared isomer or geometry (same formula, charge and spin): 194.94 kcal/mol
orbital gap: 8.98 eV



Computed, not measured: an isolated molecule of C5H5NO2 at a distorted geometry, with ωB97M-V/def2-TZVPD.

Each line ends with the natural charge from an NBO analysis.
Atoms and positions in Å:
C -1.59 0.18 0.05  -0.066
C -0.71 -1.15 -0.06  -0.457
C 0.47 -0.44 -0.20  0.152
C 1.96 1.12 0.10  -0.106
C 0.55 0.79 -0.18  0.194
H -1.74 0.20 1.14  0.175
H -2.80 0.39 -0.41  0.219
H -1.12 -1.63 -1.01  0.234
H -0.95 -1.65 0.93  0.241
H 2.42 2.00 0.21  0.210
N 2.58 -0.18 -0.07  -0.104
O 1.57 -0.99 -0.19  -0.206
O -0.63 1.36 -0.31  -0.486

Calculated values
F_max: 9.568 eV/A
energy relative to the best compared isomer or geometry (same formula, charge and spin): 149.11 kcal/mol
orbital gap: 9.68 eV



Computed, not measured: an isolated molecule of C5H5NO2 at a distorted geometry, with ωB97M-V/def2-TZVPD.

Each line ends with the natural charge from an NBO analysis.
Atoms and positions in Å:
C -1.35 -0.58 1.22  -0.106
C -0.06 0.17 0.56  0.130
C 0.84 2.01 -0.47  -0.045
C 1.50 0.93 -1.05  -0.339
C 0.92 -0.40 -0.37  0.483
H -1.78 -2.41 -0.05  0.494
H -0.88 -1.27 2.13  0.191
H -1.84 0.46 1.53  0.242
H 0.67 3.18 -0.77  0.254
H 2.50 1.35 -1.68  0.260
N -0.05 1.45 0.61  -0.376
O -2.27 -1.47 0.37  -0.735
O 1.09 -1.57 -0.96  -0.452

Calculated values
F_max: 7.682 eV/A
energy relative to the best compared isomer or geometry (same formula, charge and spin): 144.08 kcal/mol
orbital gap: 7.87 eV



Computed, not measured: a cluster of 2 separate species, C5H5NOS in total at a distorted geometry, with ωB97M-V/def2-TZVPD.

Each line ends with the natural charge from an NBO analysis.
Atoms and positions in Å:
C 0.63 0.35 0.28  0.183
C -0.94 -1.04 -1.43  -0.070
C 0.27 -0.97 -1.33  0.152
C -0.90 0.22 0.60  -0.479
C -1.90 -0.27 -0.51  -0.439
N 1.23 -0.31 -0.61  -0.489
O 3.41 1.06 1.03  -0.754
S 3.84 0.10 -0.02  0.716
H 1.05 1.02 1.03  0.218
H -0.55 -0.61 1.35  0.249
H -1.18 1.11 1.04  0.226
H -2.29 0.45 -1.23  0.239
H -2.66 -1.12 -0.20  0.247

Calculated values
F_max: 3.463 eV/A
energy relative to the best compared isomer or geometry (same formula, charge and spin): 176.61 kcal/mol
orbital gap (spin up / spin down): 7.52 / 7.53 eV